Molecular formula: C29H65BrN8O10
Method: DFT, ωB97M-V/def2-TZVPD

Atoms and positions in Å:
C: -0.710 -0.772 -2.525
O: 0.182 0.395 -2.535
C: -0.336 1.480 -1.641
O: -1.644 1.533 -1.265
C: 0.746 2.629 -1.202
C: 1.169 2.637 0.378
C: 0.068 2.012 1.413
Br: -1.543 3.199 1.716
H: -0.650 -1.410 -1.524
H: -0.302 -1.505 -3.374
H: -1.827 -0.545 -2.827
H: 0.379 3.700 -1.563
H: 1.753 2.431 -1.813
H: 1.331 3.776 0.678
H: 2.190 2.077 0.572
H: 0.602 1.946 2.478
H: -0.248 0.899 1.162
C: -2.838 -3.360 0.815
C: -1.371 -3.546 0.543
O: -0.723 -2.744 -0.125
N: -0.758 -4.647 1.064
C: -1.338 -5.697 1.867
H: -3.185 -2.440 0.337
H: -3.404 -4.199 0.402
H: -3.011 -3.277 1.891
H: 0.228 -4.703 0.838
H: -0.804 -5.729 2.820
H: -1.194 -6.644 1.342
H: -2.402 -5.541 2.051
C: 3.587 0.361 -3.275
C: 5.065 0.633 -3.250
O: 5.716 0.615 -2.208
N: 5.686 0.907 -4.433
C: 5.103 0.975 -5.752
H: 3.235 0.160 -2.259
H: 3.052 1.234 -3.659
H: 3.378 -0.516 -3.893
H: 6.680 1.079 -4.336
H: 5.608 0.240 -6.384
H: 5.284 1.976 -6.151
H: 4.031 0.775 -5.745
C: 1.234 7.510 5.499
C: 1.013 6.673 4.269
O: 1.781 6.703 3.311
N: -0.082 5.862 4.237
C: -1.095 5.686 5.251
H: 2.145 8.104 5.378
H: 0.393 8.193 5.643
H: 1.356 6.865 6.373
H: -0.164 5.330 3.378
H: -1.106 4.632 5.539
H: -2.061 5.949 4.814
H: -0.913 6.302 6.132
C: -4.492 -4.416 5.358
C: -3.025 -4.601 5.086
O: -2.377 -3.799 4.418
N: -2.412 -5.703 5.606
C: -2.992 -6.752 6.410
H: -4.839 -3.496 4.880
H: -5.058 -5.255 4.945
H: -4.665 -4.332 6.434
H: -1.425 -5.758 5.381
H: -2.458 -6.784 7.363
H: -2.848 -7.700 5.885
H: -4.056 -6.597 6.594
C: -3.191 8.580 1.205
C: -2.759 7.147 1.346
O: -3.459 6.304 1.901
N: -1.546 6.791 0.833
C: -0.586 7.625 0.150
H: -4.177 8.711 1.661
H: -2.483 9.236 1.718
H: -3.262 8.847 0.147
H: -1.325 5.811 0.966
H: -0.421 7.207 -0.846
H: 0.351 7.593 0.712
H: -0.921 8.659 0.060
C: 2.580 -2.379 -6.533
C: 4.047 -2.564 -6.805
O: 4.695 -1.762 -7.473
N: 4.660 -3.666 -6.285
C: 4.080 -4.715 -5.482
H: 2.233 -1.459 -7.012
H: 2.014 -3.218 -6.947
H: 2.407 -2.295 -5.457
H: 5.647 -3.721 -6.511
H: 4.614 -4.747 -4.529
H: 4.224 -5.663 -6.007
H: 3.016 -4.560 -5.298
C: -3.866 7.207 -3.904
C: -2.399 7.021 -4.176
O: -1.751 7.823 -4.844
N: -1.786 5.920 -3.655
C: -2.366 4.870 -2.852
H: -4.213 8.127 -4.382
H: -4.432 6.368 -4.317
H: -4.039 7.291 -2.828
H: -0.799 5.864 -3.881
H: -1.832 4.838 -1.899
H: -2.222 3.923 -3.377
H: -3.430 5.026 -2.668
C: 1.692 -9.087 1.187
C: 0.369 -9.560 1.722
O: -0.695 -9.288 1.172
N: 0.372 -10.316 2.858
C: 1.505 -10.740 3.646
H: 1.529 -8.498 0.280
H: 2.189 -8.453 1.926
H: 2.321 -9.944 0.934
H: -0.555 -10.596 3.157
H: 1.507 -11.832 3.676
H: 1.376 -10.353 4.660
H: 2.452 -10.385 3.239

max |F|: 8.940 eV Å⁻¹
E_LUMO: 0.13 eV
HOMO energy: -9.04 eV



Molecular formula: C29H65N5O5PS
Method: DFT, ωB97M-V/def2-TZVPD

Atoms and positions in Å:
C: -4.179 -3.158 -3.083
O: -3.002 -2.688 -3.724
C: -2.109 -3.694 -4.144
C: -1.079 -3.067 -5.054
C: -0.295 -1.942 -4.370
C: 1.211 -1.968 -4.629
C: 1.872 -0.626 -4.322
C: 1.592 -0.108 -2.901
C: 2.849 0.190 -2.098
C: 2.567 0.541 -0.620
C: 3.422 -0.210 0.426
C: 2.815 -1.295 1.360
C: 1.367 -1.795 1.239
C: 0.315 -0.663 1.450
C: 0.792 0.529 2.273
C: -0.359 1.526 2.514
O: 0.073 2.852 2.309
C: -0.463 3.458 1.156
C: 1.171 -2.869 2.334
N: 0.440 -4.062 1.939
C: 0.181 -4.889 3.122
C: 1.017 -6.149 3.206
C: 0.820 -6.954 4.464
N: 1.822 -6.456 2.283
C: -0.716 -3.723 1.117
P: -1.871 -5.145 0.805
O: -2.316 -4.980 -0.743
O: -0.924 -6.437 0.794
S: -3.348 -5.168 2.009
C: -0.220 -3.167 -0.223
O: -1.200 -2.304 -0.711
N: 1.093 -2.397 -0.130
C: 2.243 -3.159 -0.771
N: 2.696 -4.231 0.050
H: -4.156 -4.238 -2.929
H: -5.048 -2.918 -3.696
H: -4.288 -2.673 -2.115
H: -2.638 -4.499 -4.664
H: -1.613 -4.138 -3.261
H: -0.388 -3.852 -5.372
H: -1.574 -2.672 -5.939
H: -0.452 -2.046 -3.288
H: -0.700 -0.964 -4.627
H: 1.404 -2.230 -5.669
H: 1.660 -2.746 -4.003
H: 1.496 0.099 -5.045
H: 2.948 -0.695 -4.491
H: 1.005 0.809 -2.965
H: 0.961 -0.839 -2.384
H: 3.555 -0.640 -2.174
H: 3.346 1.034 -2.576
H: 1.494 0.448 -0.440
H: 2.771 1.602 -0.497
H: 4.262 -0.659 -0.105
H: 3.871 0.537 1.075
H: 3.453 -2.175 1.322
H: 2.899 -0.944 2.386
H: -0.565 -1.073 1.945
H: -0.053 -0.294 0.490
H: 1.148 0.180 3.243
H: 1.590 1.078 1.777
H: -1.201 1.296 1.852
H: -0.732 1.432 3.535
H: -0.127 2.957 0.239
H: -0.115 4.487 1.117
H: -1.557 3.470 1.168
H: 2.149 -3.207 2.680
H: 0.694 -2.363 3.187
H: 0.426 -4.328 4.030
H: -0.879 -5.136 3.214
H: 0.116 -7.767 4.294
H: 0.459 -6.350 5.295
H: 1.770 -7.393 4.765
H: 2.314 -7.316 2.529
H: -1.386 -2.976 1.565
H: -1.872 -5.576 -1.360
H: -1.149 -7.085 0.113
H: -0.061 -3.983 -0.925
H: -1.274 -2.359 -1.676
H: 0.935 -1.596 -0.746
H: 1.860 -3.508 -1.729
H: 3.023 -2.439 -0.989
H: 2.612 -5.141 -0.376
H: 3.657 -4.113 0.337
C: -2.507 6.363 0.362
C: -1.785 7.207 1.401
N: -0.895 8.192 0.816
C: -0.003 8.807 1.784
C: -0.618 9.670 2.892
C: -1.502 9.093 -0.152
C: -2.693 9.945 0.307
H: -1.794 5.887 -0.314
H: -3.085 5.582 0.861
H: -3.207 6.947 -0.235
H: -1.169 6.548 2.020
H: -2.534 7.646 2.078
H: 0.729 9.403 1.233
H: 0.565 7.998 2.255
H: -0.948 10.639 2.522
H: 0.129 9.857 3.666
H: -1.466 9.179 3.370
H: -1.817 8.499 -1.013
H: -0.712 9.746 -0.530
H: -3.407 9.364 0.892
H: -3.224 10.333 -0.564
H: -2.384 10.801 0.904

max |F|: 0.820 eV Å⁻¹
charge: +1
E_LUMO: -2.53 eV
HOMO energy: -9.41 eV